Entry 1:
Molecular formula: C4H4MgO2
Method: DFT, wB97M-V/def2-TZVPD

Computed properties:
- Energy relative to the best compared isomer or geometry (same formula, charge and spin): 0.0000 eV
- Lowest unoccupied orbital energy (spin up / spin down): -15.673 / -15.674 eV
- Gap between HOMO and LUMO (spin up / spin down): 6.722 / 6.703 eV
- E_HOMO (spin up / spin down): -22.395 / -22.377 eV
- <S²>: 0.753
- Net charge: +3
- 2S+1: 2

Each line ends with the natural charge from an NBO analysis.
Cartesian coordinates (Å):
C1 -1.8179 0.7873 -0.6311  0.881
O1 -1.8788 1.8566 -0.0482  -0.521
H1 -2.6795 2.4173 -0.1641  0.609
C2 -0.7038 -0.2405 -0.6439  -0.606
C3 0.3927 0.0319 0.3265  -0.413
C4 1.5464 -0.5717 0.4003  0.819
O2 2.4906 -1.2170 0.6897  -0.779
Mg1 3.6184 -2.6202 1.5018  1.972
H2 -1.1957 -1.2079 -0.4418  0.336
H3 -0.3887 -0.3037 -1.6991  0.347
H4 0.6164 1.0680 0.7098  0.354

=====

Entry 2:
Molecular formula: C25H31N5O2
Method: DFT, wB97M-V/def2-TZVPD

Computed properties:
- Energy relative to the best compared isomer or geometry (same formula, charge and spin): 1.2147 eV
- Lowest unoccupied orbital energy: 0.591 eV
- Gap between HOMO and LUMO: 8.579 eV
- E_HOMO: -7.987 eV

Each line ends with the natural charge from an NBO analysis.
Cartesian coordinates (Å):
C1 0.0439 1.2279 3.2888  -0.615
C2 -0.5627 -0.0928 3.7526  -0.209
N1 -1.0238 -0.8982 2.6539  -0.163
N2 -2.2832 -0.7758 2.2325  -0.290
C3 -2.4541 -1.6621 1.2684  0.170
C4 -3.7588 -1.7933 0.5699  -0.656
C5 -1.2590 -2.3875 1.0580  -0.183
C6 -1.0434 -3.5765 0.1827  -0.236
N3 -0.2350 -3.3468 -1.0201  -0.459
C7 0.0827 -4.6434 -1.6086  -0.212
C8 0.8916 -4.5148 -2.8914  -0.405
C9 0.0863 -3.7236 -3.9117  -0.397
C10 -0.2186 -2.3597 -3.3099  -0.398
C11 -0.9439 -2.4830 -1.9590  -0.140
C12 -1.0160 -1.0493 -1.4351  0.718
O1 -1.9693 -0.3287 -1.6311  -0.619
N4 0.1655 -0.6776 -0.8764  -0.630
C13 0.5606 0.5648 -0.3954  0.145
C14 -0.3073 1.6511 -0.3176  -0.241
C15 0.1473 2.8721 0.1397  -0.213
C16 1.4754 3.0307 0.5196  0.251
O2 1.9683 4.2045 1.0451  -0.475
C17 1.6082 5.4023 0.5072  0.252
C18 1.2018 5.5861 -0.8119  -0.250
C19 0.9212 6.8716 -1.2418  -0.236
C20 1.0582 7.9211 -0.3468  0.005
N5 1.4619 7.7533 0.9021  -0.396
C21 1.7310 6.5342 1.3184  -0.006
C22 2.3425 1.9452 0.4587  -0.243
C23 1.8866 0.7237 0.0072  -0.234
C24 -0.3609 -1.8588 1.9733  0.188
C25 1.0577 -2.2133 2.2394  -0.661
H1 0.9274 1.0598 2.6788  0.209
H2 0.3232 1.8291 4.1496  0.212
H3 -0.6819 1.7768 2.6957  0.223
H4 -1.4353 0.1075 4.3791  0.224
H5 0.1672 -0.6673 4.3291  0.197
H6 -4.0297 -2.8405 0.4445  0.208
H7 -3.6986 -1.3259 -0.4128  0.246
H8 -4.5259 -1.2871 1.1484  0.233
H9 -0.5202 -4.3410 0.7678  0.206
H10 -2.0279 -3.9893 -0.0980  0.185
H11 -0.8393 -5.2127 -1.8249  0.164
H12 0.6563 -5.2079 -0.8669  0.202
H13 1.8300 -3.9976 -2.6823  0.200
H14 1.1259 -5.5121 -3.2666  0.214
H15 -0.8428 -4.2511 -4.1379  0.198
H16 0.6453 -3.6053 -4.8411  0.214
H17 0.7213 -1.8214 -3.1648  0.203
H18 -0.8459 -1.7682 -3.9786  0.229
H19 -1.9730 -2.8413 -2.1378  0.197
H20 0.8193 -1.4437 -0.7552  0.422
H21 -1.3360 1.5278 -0.6110  0.262
H22 -0.5356 3.7057 0.2135  0.224
H23 1.1180 4.7438 -1.4839  0.234
H24 0.6054 7.0500 -2.2581  0.221
H25 0.8431 8.9403 -0.6362  0.193
H26 2.0646 6.4307 2.3416  0.199
H27 3.3671 2.0751 0.7708  0.229
H28 2.5652 -0.1162 -0.0456  0.211
H29 1.6961 -1.3328 2.1793  0.227
H30 1.1694 -2.6454 3.2352  0.225
H31 1.3930 -2.9430 1.5074  0.230

=====

Entry 3:
Molecular formula: C2H8NO
Method: DFT, wB97M-V/def2-TZVPD

Computed properties:
- Energy relative to the best compared isomer or geometry (same formula, charge and spin): 0.7116 eV
- Lowest unoccupied orbital energy: 4.419 eV
- Gap between HOMO and LUMO: 7.012 eV
- E_HOMO: -2.592 eV
- Net charge: -1

Each line ends with the natural charge from an NBO analysis.
Cartesian coordinates (Å):
O1 0.8234 1.3576 2.1016  -1.360
H1 0.1618 1.7493 2.6657  0.398
C1 0.6178 0.2381 -1.3158  -0.410
N1 0.5193 -0.5465 -0.0812  -0.676
C2 -0.8671 -0.8921 0.1740  -0.400
H2 -0.3734 0.5627 -1.6838  0.149
H3 1.2741 1.0884 -1.1868  0.207
H4 0.9390 -0.4335 -2.1151  0.155
H5 0.7525 -0.0023 0.7603  0.451
H6 -1.6347 -0.1532 -0.1028  0.146
H7 -1.0111 -1.2013 1.2108  0.201
H8 -1.2016 -1.7672 -0.4267  0.139

=====

Entry 4:
Molecular formula: C4H6O2
Method: DFT, wB97M-V/def2-TZVPD

Computed properties:
- Energy relative to the best compared isomer or geometry (same formula, charge and spin): 1.6554 eV
- Lowest unoccupied orbital energy: 0.847 eV
- Gap between HOMO and LUMO: 10.666 eV
- E_HOMO: -9.819 eV

Each line ends with the natural charge from an NBO analysis.
Cartesian coordinates (Å):
C1 -1.5897 -0.6900 0.0634  -0.398
C2 -0.4346 -0.6206 -0.5933  -0.204
C3 0.5639 0.4800 -0.3003  -0.053
O1 -0.0758 1.5923 0.2803  -0.702
C4 1.6311 -0.0278 0.6631  0.440
O2 2.5413 -0.7301 0.3002  -0.510
H1 -1.7988 -0.0008 0.8784  0.206
H2 -2.3582 -1.4151 -0.1813  0.210
H3 -0.1804 -1.3204 -1.3857  0.219
H4 1.0937 0.7566 -1.2233  0.191
H5 -0.8951 1.6998 -0.2248  0.477
H6 1.5025 0.2760 1.7233  0.125

=====

Entry 5:
Molecular formula: C33H78N2O7
Method: DFT, wB97M-V/def2-TZVPD

Computed properties:
- Energy relative to the best compared isomer or geometry (same formula, charge and spin): 3.4811 eV
- Lowest unoccupied orbital energy: 0.298 eV
- Gap between HOMO and LUMO: 8.361 eV
- E_HOMO: -8.063 eV

Each line ends with the Löwdin charge.
Cartesian coordinates (Å):
C1 9.1923 15.8827 14.8598  -0.045
C2 7.9092 15.4450 15.4167  -0.473
C3 6.8512 15.3471 14.2606  -0.025
C4 8.1198 14.0279 15.8973  -0.169
C5 8.7798 14.0050 17.2741  -0.173
C6 7.9997 14.8123 18.3348  -0.119
C7 7.7849 16.2880 17.9031  -0.563
C8 6.7373 16.7340 18.8501  -0.073
C9 9.0445 17.1466 18.1286  -0.016
N1 7.2689 16.2942 16.5614  -0.064
O1 6.9763 17.6371 16.1762  -0.018
H1 9.0324 16.8822 14.4555  0.091
H2 9.9589 15.9665 15.6301  0.083
H3 9.4575 15.2926 13.9826  0.066
H4 5.8379 15.0784 14.5591  0.083
H5 6.8670 16.3178 13.7649  0.070
H6 7.1508 14.5726 13.5546  0.076
H7 7.2844 13.3285 15.9295  0.119
H8 8.7995 13.4775 15.2468  0.095
H9 8.8988 12.9517 17.5284  0.106
H10 9.7406 14.5070 17.1607  0.097
H11 8.6549 14.8094 19.2059  0.118
H12 7.0923 14.2453 18.5425  0.119
H13 6.8652 16.5536 19.9175  0.093
H14 5.7926 16.2306 18.6448  0.090
H15 6.5092 17.7945 18.7434  0.084
H16 8.8440 18.1638 17.7920  0.085
H17 9.9616 16.7322 17.7100  0.069
H18 9.2572 17.1540 19.1976  0.083
H19 6.0175 17.6699 16.2115  0.101
C10 9.7651 16.6206 11.1405  -0.039
C11 9.5206 16.2999 9.6423  -0.471
C12 10.4109 17.2827 8.7856  -0.016
C13 9.9974 14.8371 9.3452  -0.127
C14 9.1897 14.0918 8.2719  -0.170
C15 7.6959 14.1398 8.6060  -0.121
C16 7.2021 15.6374 8.6551  -0.517
C17 7.0885 16.1846 7.2430  -0.032
C18 5.7715 15.5870 9.2410  -0.039
N2 8.0772 16.4284 9.5114  -0.131
O2 7.7001 17.7742 9.6054  0.006
H20 9.0551 16.1490 11.8199  0.065
H21 10.7299 16.1632 11.3600  0.077
H22 9.8068 17.6937 11.3276  0.083
H23 10.0790 18.3209 8.7808  0.076
H24 11.4777 17.2146 8.9987  0.081
H25 10.2435 16.8694 7.7910  0.068
H26 11.0537 14.7648 9.0861  0.118
H27 9.8913 14.2145 10.2335  0.087
H28 9.3078 14.5732 7.3011  0.101
H29 9.6100 13.0870 8.2283  0.090
H30 7.4702 13.7831 9.6110  0.113
H31 7.0918 13.6188 7.8633  0.116
H32 6.5032 15.4911 6.6392  0.086
H33 8.1070 16.1132 6.8614  0.066
H34 6.7129 17.2046 7.1616  0.088
H35 5.2601 14.7960 8.6924  0.078
H36 5.1608 16.4883 9.1898  0.082
H37 5.7862 15.1882 10.2554  0.075
H38 7.4028 17.7518 10.5179  0.102
C19 9.7421 8.4471 7.7338  -0.033
C20 9.9023 9.6747 8.6759  -0.521
C21 8.6978 10.3416 9.0794  -0.085
O3 10.4331 9.2067 9.9010  -0.062
H39 9.2927 7.5332 8.1222  0.078
H40 10.7653 8.0952 7.6020  0.069
H41 9.3111 8.6825 6.7607  0.077
H42 10.5833 10.3411 8.1466  0.132
H43 8.0927 9.6220 9.6311  0.101
H44 8.3229 10.6925 8.1179  0.091
H45 8.7603 11.2379 9.6964  0.078
H46 10.2740 9.8939 10.5522  0.031
C22 14.4546 12.3767 14.7157  -0.032
C23 13.8057 11.3677 15.6815  -0.552
C24 14.2704 9.9502 15.4824  -0.045
O4 14.2369 11.7070 16.9139  -0.036
H47 14.4241 12.0340 13.6815  0.062
H48 15.4823 12.5725 15.0217  0.088
H49 13.9060 13.3186 14.7101  0.076
H50 12.7179 11.4069 15.7385  0.128
H51 13.7937 9.3974 16.2919  0.078
H52 15.3485 9.8223 15.5799  0.097
H53 13.9103 9.5434 14.5375  0.067
H54 14.1295 10.9057 17.4316  0.085
C25 12.1368 12.1126 10.9425  -0.030
C26 11.6415 11.9326 12.3436  -0.515
C27 10.8501 13.0233 12.9452  -0.042
O5 10.9512 10.7381 12.2643  -0.070
H55 11.3820 12.2916 10.1768  0.070
H56 12.7036 11.2470 10.5996  0.067
H57 12.8675 12.9185 10.8734  0.089
H58 12.5206 11.7425 12.9593  0.111
H59 10.4388 12.8144 13.9328  0.064
H60 9.9529 13.2290 12.3615  0.078
H61 11.4332 13.9389 13.0445  0.089
H62 10.8320 10.4120 13.1593  0.050
C28 13.6284 8.4116 11.7281  -0.062
C29 13.6226 7.7970 10.3190  -0.511
C30 14.4166 8.6868 9.3100  -0.026
O6 14.3950 6.6965 10.4753  -0.052
H63 12.7917 9.1066 11.7981  0.049
H64 14.5155 9.0248 11.8861  0.079
H65 13.5139 7.7521 12.5884  0.075
H66 12.5911 7.5147 10.1083  0.126
H67 14.3145 8.3094 8.2926  0.071
H68 15.4712 8.5656 9.5575  0.082
H69 14.1008 9.7300 9.3154  0.063
H70 13.7733 6.1070 10.9084  0.096
C31 8.1276 9.3279 15.9736  -0.044
C32 8.9455 9.2853 14.6804  -0.454
C33 8.2667 9.7933 13.4256  -0.043
O7 10.1534 10.0366 14.8389  -0.071
H71 7.1555 8.8356 15.9450  0.081
H72 7.9235 10.3322 16.3448  0.071
H73 8.6409 8.8698 16.8190  0.076
H74 9.2151 8.2441 14.5033  0.138
H75 8.5784 9.5301 12.4148  0.071
H76 8.1160 10.8726 13.4463  0.086
H77 7.2824 9.3273 13.4719  0.082
H78 10.6768 9.5746 15.4978  0.095

=====

Entry 6:
Molecular formula: C42H67GeN4O4P2RbS
Method: DFT, wB97M-V/def2-TZVPD

Computed properties:
- Energy relative to the best compared isomer or geometry (same formula, charge and spin): 0.6915 eV
- Lowest unoccupied orbital energy (spin up / spin down): 3.781 / 3.774 eV
- Gap between HOMO and LUMO (spin up / spin down): 4.280 / 5.343 eV
- E_HOMO (spin up / spin down): -0.499 / -1.569 eV
- Net charge: -2

Each line ends with the Löwdin charge.
Cartesian coordinates (Å):
Rb1 0.0658 0.2883 -0.2119  0.451
O1 4.2109 -1.9606 1.1144  0.085
C1 3.4360 -0.8934 0.7819  -0.452
O2 2.3598 -0.7266 1.3166  -0.006
C2 4.0601 -0.0236 -0.2166  -0.220
C3 5.4453 -0.1523 -0.5164  -0.054
C4 5.9732 0.7104 -1.4666  -0.125
C5 5.1642 1.6229 -2.0969  -0.054
C6 3.7648 1.6742 -1.7387  -0.229
N1 3.2737 0.8550 -0.7997  0.153
C7 2.8001 2.5567 -2.3336  -0.500
O3 3.2521 3.3746 -3.3713  0.042
O4 1.6190 2.6520 -2.0155  -0.025
H1 3.6970 -2.5113 1.7277  0.068
H2 6.0477 -0.8808 -0.0027  0.085
H3 7.0293 0.6667 -1.7161  0.092
H4 5.5947 2.3084 -2.8171  0.079
H5 4.1355 3.0836 -3.6221  0.055
C8 -1.5019 3.8539 -0.3083  -0.142
C9 -0.8312 4.1764 1.0253  -0.531
C10 -1.5414 5.3652 1.6628  -0.128
P1 -0.7615 2.5604 2.0180  1.038
C11 0.8374 2.8426 2.9886  -0.550
C12 1.0853 1.5567 3.7700  -0.152
C13 1.0366 4.0400 3.9144  -0.124
C14 -2.1307 2.7076 3.2024  -0.305
C15 -2.3026 3.6638 4.1844  -0.097
C16 -3.4362 3.7110 4.9853  -0.322
C17 -3.6098 4.8013 6.0081  -0.090
C18 -4.4361 2.7612 4.7676  -0.085
C19 -4.3043 1.7930 3.8090  -0.039
C20 -3.1444 1.7165 2.9806  -0.362
N2 -2.9783 0.8508 2.0091  0.038
C21 -3.9008 -0.0923 1.6502  -0.242
C22 -4.0525 -1.3253 2.3227  -0.203
C23 -3.2558 -1.6129 3.5617  -0.035
C24 -4.9143 -2.2846 1.8210  -0.030
C25 -5.6869 -2.0618 0.6887  -0.298
C26 -6.5970 -3.1269 0.1466  -0.073
C27 -5.5642 -0.8372 0.0507  -0.050
C28 -4.6915 0.1326 0.5049  -0.218
C29 -4.5611 1.4274 -0.2374  -0.053
H6 -1.5631 4.7428 -0.9371  0.073
H7 -2.5108 3.4859 -0.1336  0.057
H8 -0.9316 3.0993 -0.8472  0.029
H9 0.2172 4.4325 0.8283  0.104
H10 -2.5505 5.0887 1.9624  0.072
H11 -1.6042 6.1854 0.9442  0.067
H12 -1.0156 5.7306 2.5398  0.048
H13 1.5848 2.9047 2.1839  0.101
H14 0.2568 1.3738 4.4551  0.073
H15 2.0054 1.6239 4.3537  0.074
H16 1.1706 0.7159 3.0855  0.037
H17 0.4099 3.9600 4.8007  0.061
H18 0.8257 4.9781 3.4088  0.053
H19 2.0779 4.0597 4.2478  0.068
H20 -1.5527 4.4242 4.3418  0.080
H21 -2.6416 5.1643 6.3538  0.062
H22 -4.1742 4.4450 6.8722  0.060
H23 -4.1485 5.6572 5.5857  0.064
H24 -5.3386 2.8044 5.3720  0.098
H25 -5.0985 1.0762 3.6370  0.101
H26 -2.2178 -1.8178 3.2941  0.046
H27 -3.6567 -2.4802 4.0906  0.074
H28 -3.2627 -0.7527 4.2313  0.073
H29 -5.0002 -3.2393 2.3319  0.107
H30 -7.0466 -3.7005 0.9552  0.064
H31 -6.0384 -3.8185 -0.4874  0.072
H32 -7.3928 -2.6856 -0.4514  0.063
H33 -6.1658 -0.6306 -0.8273  0.108
H34 -5.4117 1.5626 -0.9066  0.068
H35 -3.6348 1.4275 -0.8218  0.053
H36 -4.5108 2.2638 0.4586  0.073
C30 -4.4111 2.1583 -3.8542  -0.172
C31 -3.0318 1.9173 -4.4497  -0.433
P2 -1.9344 0.7894 -3.4284  0.975
C32 -2.8135 -0.8281 -3.7532  -0.410
C33 -3.0228 -1.6001 -2.4548  -0.171
C34 -0.5970 0.5981 -4.7083  -0.438
C35 0.2781 1.8318 -4.8676  -0.158
H37 -5.0082 2.7816 -4.5217  0.062
H38 -4.3321 2.6566 -2.8929  0.052
H39 -4.9350 1.2181 -3.6986  0.055
H40 -2.5054 2.8708 -4.5338  0.064
H41 -3.1307 1.4905 -5.4542  0.073
H42 -2.2176 -1.4175 -4.4558  0.070
H43 -3.7816 -0.6197 -4.2194  0.060
H44 -2.0641 -1.9061 -2.0332  -0.024
H45 -3.6045 -2.5052 -2.6279  0.070
H46 -3.5470 -0.9812 -1.7291  0.042
H47 -1.0560 0.3229 -5.6682  0.070
H48 0.0041 -0.2450 -4.3526  0.079
H49 -0.2825 2.6527 -5.3099  0.057
H50 1.1302 1.6197 -5.5129  0.068
H51 0.6518 2.1481 -3.8963  0.036
S1 0.0875 -3.1218 -1.0683  0.456
C36 0.1175 -4.2057 0.3753  -1.095
N3 1.3343 -4.9916 0.3571  -0.049
C37 1.0898 -6.1572 1.1696  -0.226
C38 -0.4200 -6.4077 0.9993  -0.208
N4 -0.9033 -5.2541 0.2627  -0.023
H52 2.1172 -4.4208 0.6523  0.084
H53 1.3185 -5.9977 2.2340  0.059
H54 1.6951 -7.0022 0.8152  0.101
H55 -0.9099 -6.5291 1.9766  0.091
H56 -0.6113 -7.3141 0.4105  0.093
H57 -1.7876 -4.9069 0.6157  0.102
C39 -0.0913 -5.0115 4.3900  -0.229
Ge1 0.6665 -3.4486 3.2882  0.856
C40 0.2227 -1.8848 4.4351  -0.214
C41 2.6581 -3.7377 3.5744  -0.217
C42 -0.0513 -3.2823 1.5179  -0.223
H58 0.0869 -4.8363 5.4477  -0.002
H59 0.3616 -5.9636 4.1249  -0.013
H60 -1.1651 -5.0972 4.2426  0.001
H61 1.1021 -1.5487 4.9766  0.014
H62 -0.5400 -2.1492 5.1615  0.011
H63 -0.1478 -1.0553 3.8444  -0.005
H64 2.7945 -4.2706 4.5137  0.009
H65 3.1532 -2.7747 3.6747  0.003
H66 3.1592 -4.3127 2.7959  0.003
H67 -0.9846 -2.7299 1.4765  0.020

=====

Entry 7:
Molecular formula: C8H15BrSi
Method: DFT, wB97M-V/def2-TZVPD

Computed properties:
- Energy relative to the best compared isomer or geometry (same formula, charge and spin): 1.5942 eV
- Lowest unoccupied orbital energy: 0.783 eV
- Gap between HOMO and LUMO: 9.188 eV
- E_HOMO: -8.405 eV

Each line ends with the natural charge from an NBO analysis.
Cartesian coordinates (Å):
C1 0.3640 3.7636 1.7537  -0.396
C2 -0.2627 2.5879 1.5971  -0.219
C3 0.0908 -0.0403 1.7952  -0.422
C4 0.4130 1.4054 1.2386  -0.195
C5 -0.4622 0.1048 0.3958  -0.576
C6 -1.0020 -2.5949 -0.7253  -1.075
C7 1.7489 -1.6603 -0.8541  -1.091
C8 -0.5220 -0.2156 -2.6687  -1.091
Si1 -0.0349 -0.9752 -1.0240  1.634
Br1 -2.3612 0.3092 0.5513  0.029
H1 -0.3436 4.4649 2.2712  0.200
H2 1.3237 4.1572 1.3871  0.212
H3 -1.2272 2.4106 1.9803  0.209
H4 0.9391 -0.6454 1.9674  0.223
H5 -0.5464 0.0544 2.6835  0.227
H6 1.4500 1.5453 0.9288  0.219
H7 -0.4016 -3.4671 -0.5897  0.228
H8 -1.5679 -2.6381 0.0924  0.232
H9 -1.5115 -2.7577 -1.6344  0.229
H10 2.4941 -1.0715 -0.3307  0.231
H11 1.5606 -2.5205 -0.1951  0.232
H12 2.1091 -2.1004 -1.7600  0.240
H13 -1.6274 -0.1145 -2.5193  0.242
H14 -0.2329 0.7308 -2.7477  0.232
H15 -0.3897 -0.7327 -3.5933  0.246